No. 1
Here is 7 unconnected molecules or ions with the total composition C17H45N3O7S4 from OMol25. Energies are from ωB97M-V with the def2-TZVPD basis set.

## Properties
**Frontier orbital gap**: 8.75 eV
**Largest force on an atom**: 0.9 eV/A
**Energy relative to the best compared isomer or geometry (same formula, charge and spin)**: 0.00 kcal/mol
**Net charge**: 0
**LUMO level**: 0.0031 hartree

Structure (XYZ):
```
76
Properties=species:S:1:pos:R:3:lowdin_charge:R:1
C -13.8050 5.9831 -2.8253 0.0086
C -13.4555 4.7200 -2.0646 -0.5498
O -14.1599 4.2974 -1.1629 0.0276
N -12.3215 4.0867 -2.4470 0.0054
C -11.9256 2.8344 -1.8433 -0.0767
H -14.8875 6.0391 -2.9043 0.0863
H -13.3647 5.9905 -3.8234 0.0697
H -13.4465 6.8625 -2.2887 0.0562
H -11.7647 4.4252 -3.2179 0.0681
H -11.4256 2.2201 -2.5921 0.0808
H -12.8097 2.3037 -1.4954 0.0826
H -11.2687 2.9749 -0.9806 0.0708
C -11.6160 5.7386 2.6128 -0.0056
C -11.0100 4.7619 3.6023 -0.5523
O -11.6546 4.2345 4.4991 0.0247
N -9.6811 4.5817 3.4769 0.0063
C -8.9920 3.5576 4.2466 -0.0691
H -12.2825 6.4202 3.1358 0.0688
H -12.1826 5.2270 1.8343 0.0903
H -10.8121 6.3073 2.1453 0.0480
H -9.1375 5.0592 2.7698 0.0647
H -9.0998 2.5730 3.7859 0.0831
H -9.4432 3.4970 5.2351 0.0772
H -7.9419 3.8258 4.3258 0.0747
C -11.2718 8.8699 -2.7389 -0.0001
C -12.3009 9.9588 -2.6445 -0.5453
O -13.4948 9.7303 -2.5519 0.0340
N -11.8109 11.2316 -2.6264 -0.0018
C -12.6803 12.3854 -2.6762 -0.0763
H -10.7121 8.8907 -1.8016 0.0628
H -10.5799 9.1004 -3.5588 0.0778
H -11.6858 7.8878 -2.9285 0.0548
H -10.8429 11.3616 -2.8653 0.1295
H -12.2466 13.1975 -2.0966 0.0821
H -13.6306 12.1179 -2.2194 0.0784
H -12.8948 12.6869 -3.7035 0.0857
C -14.6412 8.4934 0.3900 -0.2448
S -13.0692 8.6707 1.2158 0.8378
O -12.0462 8.1114 0.2794 -0.5557
C -12.9140 10.4437 1.0496 -0.2462
H -14.5989 8.9724 -0.5894 0.0383
H -15.4244 8.9444 0.9991 0.0583
H -14.7932 7.4227 0.2598 0.0559
H -13.6911 10.9256 1.6464 0.0587
H -13.0247 10.7143 0.0010 0.0356
H -11.9376 10.7025 1.4526 0.0553
C -8.7090 7.9839 0.1782 -0.2425
S -8.2866 6.2700 -0.1309 0.8488
O -8.1330 5.6656 1.2310 -0.5653
C -9.8856 5.8031 -0.7635 -0.2620
H -8.7093 8.5924 -0.7252 0.0491
H -7.9897 8.3787 0.8960 0.0286
H -9.6939 8.0320 0.6492 0.0381
H -10.6793 5.9869 -0.0422 0.0362
H -9.8664 4.7593 -1.0734 0.0414
H -10.0835 6.3883 -1.6652 0.0263
C -8.7138 4.5097 -5.4292 -0.2644
S -9.6640 6.0052 -5.2175 0.8602
O -10.6889 5.6971 -4.1752 -0.5707
C -8.3837 6.9067 -4.3241 -0.2380
H -9.3573 3.7580 -5.8788 0.0551
H -8.4396 4.1633 -4.4283 0.0654
H -7.8185 4.6931 -6.0185 0.0565
H -8.5190 7.9801 -4.3986 0.0424
H -7.4246 6.5870 -4.7280 0.0519
H -8.4766 6.5708 -3.2913 0.0357
C -6.6666 7.4258 3.5500 -0.2711
S -6.4953 9.1955 3.7478 0.7978
O -7.7328 9.7917 3.1778 -0.5580
C -6.7193 9.2129 5.5251 -0.2734
H -6.7186 7.2095 2.4888 0.0157
H -7.6212 7.1460 4.0053 0.0583
H -5.8879 6.8775 4.0783 0.0612
H -5.8984 8.6964 6.0230 0.0546
H -7.6789 8.7466 5.7448 0.0584
H -6.7298 10.2530 5.8444 0.0484
```

---

No. 2
Here is 3 unconnected molecules or ions with the total composition C17H45N6O7P3 in a non-equilibrium geometry from OMol25. Energies are from ωB97M-V with the def2-TZVPD basis set.

## Properties
**SMILES string**: O=COCC[C@H](OC=O)[PH2]=O.CN(C)P(=O)(N(C)C)N(C)C.CN(C)P(=O)(N(C)C)N(C)C
**Frontier orbital gap**: 9.02 eV
**Largest force on an atom**: 4.8 eV/A
**Net charge**: 0
**LUMO level**: 0.0219 hartree

Structure (XYZ):
```
78
Properties=species:S:1:pos:R:3:lowdin_charge:R:1
O 2.8665 4.6712 3.0782 0.1058
C 2.0222 4.0968 2.4674 -0.3560
O 1.0649 4.7400 1.7758 -0.0172
C 0.6253 4.0795 0.5814 -0.1749
C -0.8837 4.1601 0.4652 -0.1471
C -1.5925 3.2704 1.5027 -0.3912
O -2.0046 2.0539 0.8341 -0.0812
C -1.2877 0.9544 1.2022 -0.3237
O -0.5900 0.3979 0.4049 0.0959
P -3.1304 4.1014 2.1031 0.7437
O -3.0364 4.5362 3.5134 -0.4353
H 1.9423 2.9994 2.4584 0.1468
H 1.0722 4.6161 -0.2542 0.1285
H 0.9205 3.0292 0.5328 0.1228
H -1.1393 3.8232 -0.5380 0.1354
H -1.2237 5.1859 0.6033 0.0999
H -0.9520 3.0971 2.3677 0.1302
H -1.3481 0.5302 2.2144 0.1500
H -3.3263 5.2028 1.2474 0.0222
H -4.1733 3.1868 1.8671 0.0226
O 1.4606 2.3437 -2.7274 -0.2988
P 2.1272 1.9631 -4.0098 0.6652
N 3.0145 0.5510 -3.5975 -0.3375
C 4.1726 0.6436 -2.7258 -0.1161
C 2.1290 -0.5296 -3.1820 -0.1344
N 3.1019 3.3360 -4.2846 -0.3116
C 4.5227 3.2918 -4.5436 -0.1395
C 2.7348 4.5556 -3.5764 -0.1382
N 2.0500 1.5990 -5.7241 -0.2957
C 0.7138 1.8341 -6.2958 -0.1327
C 2.6365 0.4000 -6.3077 -0.1371
H 4.6171 -0.3477 -2.6161 0.0831
H 3.9284 1.0252 -1.7250 0.0896
H 4.9463 1.2727 -3.1587 0.0488
H 1.3135 -0.6511 -3.9031 0.0729
H 1.6814 -0.3451 -2.1983 0.0814
H 2.6783 -1.4726 -3.1533 0.0844
H 5.1065 3.2447 -3.6159 0.0757
H 4.8344 4.1902 -5.0833 0.0812
H 4.7936 2.4456 -5.1771 0.0766
H 3.1093 4.5698 -2.5438 0.0805
H 1.6562 4.6778 -3.5432 0.0665
H 3.1462 5.4178 -4.1055 0.0802
H -0.0102 1.0716 -5.9872 0.0796
H 0.7594 1.8475 -7.3848 0.0775
H 0.3371 2.8086 -5.9722 0.0782
H 2.1077 -0.5250 -6.0487 0.0747
H 3.6788 0.2935 -6.0271 0.0712
H 2.6022 0.5157 -7.3939 0.0848
O -1.9476 -1.9446 3.5198 -0.3011
P -2.4309 -3.3627 3.4650 0.6705
N -1.2798 -4.2187 4.4098 -0.3397
C 0.0767 -4.3938 3.9203 -0.1157
C -1.2865 -3.7704 5.7950 -0.1397
N -2.3320 -3.6645 1.7921 -0.3094
C -1.6510 -4.7882 1.1937 -0.1373
C -2.2755 -2.4867 0.9371 -0.1373
N -3.7034 -4.5549 3.6675 -0.2955
C -5.0108 -3.9464 3.9647 -0.1326
C -3.5331 -5.7729 4.4484 -0.1374
H 0.6408 -4.9929 4.6380 0.0827
H 0.6063 -3.4433 3.7710 0.0905
H 0.0921 -4.9509 2.9865 0.0501
H -2.3117 -3.7371 6.1793 0.0725
H -0.8532 -2.7698 5.9095 0.0828
H -0.7305 -4.4730 6.4185 0.0845
H -0.5766 -4.5990 1.0753 0.0763
H -2.0612 -4.9904 0.2006 0.0811
H -1.7894 -5.7025 1.7736 0.0765
H -1.2648 -2.0691 0.8742 0.0729
H -2.9388 -1.7093 1.3061 0.0656
H -2.6111 -2.7366 -0.0721 0.0854
H -5.0636 -3.5530 4.9861 0.0796
H -5.8115 -4.6740 3.8323 0.0776
H -5.2019 -3.1203 3.2739 0.0785
H -3.4690 -5.6030 5.5297 0.0746
H -2.6549 -6.3253 4.1316 0.0713
H -4.4025 -6.4069 4.2573 0.0848
```

---

No. 3
Here is 3 unconnected molecules or ions with the total composition C17H46BN5O6P in a non-equilibrium geometry from OMol25. Energies are from ωB97M-V with the def2-TZVPD basis set.

## Properties
**Frontier orbital gap**: 5.76 eV
**Largest force on an atom**: 5.3 eV/A
**Net charge**: -1
**LUMO level**: 0.0854 hartree

Structure (XYZ):
```
76
Properties=species:S:1:pos:R:3:lowdin_charge:R:1
N -2.9112 1.5078 -0.9556 0.0751
C -1.9169 0.8698 -1.6523 -0.3929
N -0.5024 1.4663 -1.4943 0.0271
N -2.0594 -0.3095 -2.5812 -0.0224
C -3.1361 -1.2823 -2.1700 -0.2452
C -2.5857 -2.7064 -1.5493 -0.2202
C -1.8048 -2.5441 -0.1018 -0.2357
C -2.8438 -1.8637 0.9980 -0.3005
B -2.1818 -1.8521 2.5293 -0.6881
P -1.4820 -0.0609 2.8711 0.8721
O -2.1291 0.5248 4.4079 -0.4556
O 0.2896 -0.1493 2.9520 -0.4264
H -2.4855 2.3020 -0.3923 0.0497
H -0.2139 1.6452 -2.4922 0.0653
H 0.1353 0.7962 -1.0152 0.0665
H -1.1511 -0.8522 -2.4674 0.1050
H -3.9478 -0.8643 -1.4407 0.1110
H -3.7184 -1.5756 -3.1698 0.1099
H -1.9629 -3.3379 -2.3129 0.0912
H -3.5605 -3.3536 -1.3087 0.1150
H -0.7736 -1.9930 -0.1709 0.1028
H -1.5824 -3.6539 0.2772 0.1094
H -3.8672 -2.4550 1.0700 0.0964
H -2.9952 -0.7370 0.6582 0.0521
H -1.3310 -2.6753 2.6054 0.0063
H -3.0797 -2.0166 3.2697 -0.0070
H -2.5072 -0.2485 4.9459 0.0532
H 0.5710 0.7343 3.3650 0.0177
C 0.4621 0.5483 5.9829 -0.1281
O 1.5566 1.3329 5.5271 -0.2129
C 1.2835 2.7394 5.5210 -0.2003
C 2.0828 3.4532 6.6224 -0.2089
N 1.5735 3.1163 7.9557 -0.0546
C 2.4541 3.5427 9.0507 -0.2014
C 3.8657 2.9264 9.1123 -0.2234
O 3.8781 1.5304 9.4144 -0.1875
C 3.6775 0.6836 8.2914 -0.0975
H 0.6900 -0.5017 5.7806 0.0981
H 0.3246 0.6616 7.0606 0.0716
H -0.4596 0.8114 5.4570 0.0397
H 0.2073 2.9546 5.5951 0.1306
H 1.6250 3.1161 4.5502 0.1186
H 2.0164 4.5363 6.4733 0.1175
H 3.1296 3.1552 6.5134 0.0955
H 1.4528 2.1100 8.0215 0.0656
H 1.9341 3.2839 9.9820 0.1155
H 2.5369 4.6359 9.0328 0.1118
H 4.3938 3.4126 9.9413 0.1144
H 4.4615 3.1403 8.2171 0.1065
H 4.0918 1.1023 7.3691 0.0897
H 2.6158 0.4685 8.1736 0.0697
H 4.1770 -0.2677 8.4889 0.0865
C -1.5816 0.5011 -6.0444 -0.1111
O -0.1843 0.2526 -5.9596 -0.2021
C 0.1314 -1.0357 -5.4175 -0.2082
C 0.7010 -1.9587 -6.5062 -0.2054
N -0.3334 -2.3510 -7.4689 -0.0542
C 0.1960 -3.0019 -8.6740 -0.1984
C 1.1370 -2.1779 -9.5750 -0.2209
O 0.4990 -1.0840 -10.2358 -0.1854
C 0.3952 0.0968 -9.4526 -0.0996
H -1.7240 1.5573 -6.2886 0.0892
H -2.0345 -0.0930 -6.8414 0.0705
H -2.0790 0.2944 -5.0930 0.0655
H -0.7275 -1.4932 -4.9049 0.1132
H 0.9107 -0.8714 -4.6647 0.1180
H 1.1176 -2.8567 -6.0374 0.1210
H 1.5150 -1.4201 -6.9999 0.0963
H -0.8501 -1.5256 -7.7572 0.0649
H -0.6754 -3.2916 -9.2751 0.1167
H 0.6974 -3.9324 -8.3822 0.1140
H 1.4833 -2.8442 -10.3742 0.1163
H 2.0428 -1.8477 -9.0531 0.1072
H 1.2356 0.2195 -8.7624 0.0893
H -0.5508 0.1016 -8.9118 0.0681
H 0.3815 0.9541 -10.1294 0.0866
```